[1]
Computed, not measured: a structure of composition C10H11Br2N3 at a distorted geometry, with ωB97M-V with the def2-TZVPD basis set.

XYZ file:
```
26
Properties=species:S:1:pos:R:3:forces:R:3
Br 4.6050 -0.5991 0.3173 0.0 0.5 -0.3
Br 2.9718 2.1456 0.1277 0.1 0.9 -0.3
N -0.2386 -0.6728 0.7130 -0.1 -0.7 0.3
N -2.1839 -1.3252 1.4604 -0.5 -0.6 -0.5
N -1.0062 -1.7323 1.1808 0.3 0.3 0.7
C 1.2630 -0.5528 -1.2122 -2.1 1.9 0.6
C 1.0688 -0.9625 0.2060 0.6 1.0 0.5
C 3.1586 0.5234 0.9524 0.2 -2.1 1.5
C -1.9056 2.5353 0.0902 -2.4 1.8 -0.5
C 1.7578 -2.1985 0.7008 -3.4 -0.9 3.2
C -2.3552 -0.0294 1.0642 2.1 2.2 0.3
C -0.8279 1.7331 0.1544 2.6 -0.9 -0.1
C -3.2191 2.1459 0.5775 2.4 0.7 -0.6
C -1.0503 0.4184 0.6369 -1.7 0.1 -0.5
C -3.4118 0.9692 1.1622 0.9 -3.0 0.5
H 1.5785 -2.2727 1.8650 0.2 0.2 -2.2
H 2.7845 -2.1506 0.5968 1.8 0.0 -0.7
H -4.3109 0.7917 1.7088 -0.6 -0.5 0.0
H 1.3828 0.5805 -1.4735 -0.8 -2.0 0.7
H 1.3413 -3.1778 0.3353 0.3 1.0 -0.1
H 0.3461 -1.0343 -1.6324 0.8 0.7 -0.8
H -1.9545 3.5687 -0.3327 0.9 -1.0 0.3
H 0.2622 1.9672 -0.1127 -2.0 0.2 0.2
H -4.0120 2.8388 0.5480 -0.6 0.9 0.0
H 2.1429 -0.9834 -1.5190 1.9 -1.2 -1.1
H 3.3649 0.5153 2.0593 -0.9 0.5 -1.2
```
Forces are in eV/Å.

**HOMO level (spin up / spin down)**: -0.31524 / -0.28962 Eh
**ΔE to the lowest compared entry with this formula, charge and spin**: 3.729 eV
**LUMO energy (spin up / spin down)**: -0.5218 / -1.0104 eV
**Energy**: -155098.6953 eV
**Charge**: 0
**Frontier orbital gap (spin up / spin down)**: 8.1 / 6.9 eV

=====

[2]
Computed, not measured: a cluster of 2 separate species, C9H17Br2N2O in total at a distorted geometry, with ωB97M-V with the def2-TZVPD basis set.

XYZ file:
```
31
Properties=species:S:1:pos:R:3:forces:R:3
Br 0.3900 0.0066 -3.1755 0.1 -0.1 0.0
Br -2.1204 -2.5733 -2.3613 -0.1 -0.2 -0.2
O -0.5919 2.1549 1.7023 0.4 0.3 -0.6
N -1.5005 -1.1425 0.4565 0.1 3.5 3.3
N -1.0574 0.9165 1.4585 -2.3 -5.2 -0.2
C -0.8942 0.0854 0.3779 1.4 1.2 -1.3
C 0.7248 2.3756 1.1213 2.0 0.9 -0.2
C 1.8797 1.4895 1.7455 0.2 0.1 -0.5
C -2.2813 -0.9875 -3.4858 -0.1 0.0 -0.1
C -2.1662 -1.1081 1.7154 0.6 2.3 0.9
C 2.4334 0.3330 0.8028 0.9 -0.4 0.9
C -1.9031 0.1821 2.3525 -0.1 -2.4 -1.5
C -1.0241 -0.7527 -4.2834 0.0 0.2 0.0
C 2.6881 -1.0012 1.6674 0.6 0.4 -0.6
H 3.7717 -0.9664 2.0001 -1.4 -0.2 -0.1
H 3.4621 0.6499 0.4445 -1.3 -0.3 0.2
H 1.8260 0.1425 -0.1234 0.4 0.2 1.0
H 2.5834 -1.9326 1.0439 0.0 0.9 0.7
H 2.0309 -1.0509 2.5769 0.5 -0.1 -0.9
H -0.6226 -1.6603 -4.7302 -0.1 0.1 0.1
H -2.7883 -1.9464 2.1099 0.8 1.0 -0.5
H -1.4441 -1.8814 -0.2637 -0.2 0.5 0.3
H 0.9795 3.4548 1.3542 -0.9 -1.3 -0.1
H -2.2784 0.5488 3.3382 0.6 -0.3 -1.2
H -0.2851 0.4515 -0.4846 -0.8 -0.8 0.8
H 2.7518 2.1852 1.9504 -1.2 -0.7 -0.1
H 1.5688 1.0688 2.7472 0.1 0.5 -1.1
H -2.5366 -0.1572 -2.8300 0.1 0.0 -0.1
H 0.7261 2.3235 -0.0151 -0.3 -0.2 1.3
H -3.1230 -1.1937 -4.1469 0.1 0.0 0.0
H -1.1992 -0.0142 -5.0655 -0.1 0.0 0.1
```
Forces are in eV/Å.

**HOMO level**: -0.49606 Eh
**LUMO energy**: -2.8091 eV
**Energy**: -154712.1361 eV
**Charge**: +1
**Frontier orbital gap**: 10.7 eV

=====

[3]
Computed, not measured: a structure of composition C50H52BrCaN2O4S2Se2Te2, with ωB97M-V with the def2-TZVPD basis set.

XYZ file:
```
116
Properties=species:S:1:pos:R:3:forces:R:3
Te -3.5283 -4.5800 2.9517 0.3 0.1 -0.1
Te -5.5610 -0.5462 1.5680 0.2 0.0 -0.2
Br -0.4582 2.3135 1.7085 0.2 0.0 0.1
Se -2.2305 -2.9592 1.4970 -0.7 0.2 0.2
Se -3.0554 -0.6503 1.9115 -0.1 -0.5 0.0
Ca -0.2946 -0.9840 0.9336 -0.7 0.2 0.6
S 1.1866 -0.1315 -1.8787 0.0 0.2 -0.2
S -0.9402 -2.7651 -1.6924 -0.1 -0.3 -0.1
O -0.7618 -4.1787 -1.3029 0.2 0.0 0.0
O 1.5246 -2.3763 0.8227 0.1 0.1 0.1
O 0.0587 -0.3911 2.9990 0.2 0.0 -0.3
O 1.0039 0.3666 -0.4604 0.2 -0.1 -0.1
N 2.8532 -0.8387 1.8050 0.1 0.1 0.2
N 2.4097 -2.8779 2.8421 0.1 0.0 0.0
C -0.1485 -2.6941 -3.3366 -0.2 0.1 0.0
C 1.7385 -1.7329 -7.9021 0.0 0.0 0.0
C -0.3328 0.4034 -2.6708 0.1 0.0 -0.1
C 2.8319 0.7944 -3.8677 0.0 0.0 0.0
C -2.1337 0.0710 -4.2277 -0.1 -0.1 0.1
C 3.4563 -0.2561 2.9904 -0.1 0.0 0.0
C -2.1283 1.9775 -2.6865 0.0 0.0 0.0
C 0.5952 2.9672 4.2657 0.0 0.0 0.0
C -5.2990 -2.2252 -2.8673 0.0 0.0 0.0
C 0.4025 4.3312 7.3866 0.0 0.0 0.0
C -0.2108 -1.5884 -4.1463 0.1 0.0 0.0
C -2.7611 1.2291 -3.7132 0.0 0.0 0.0
C 1.0993 -2.7978 -5.8247 0.0 0.0 0.0
C 0.4571 -0.4888 -6.2812 -0.1 0.0 0.0
C 2.0888 4.9978 5.6778 0.0 0.0 0.0
C -6.7554 -2.0667 -3.1997 0.0 0.0 0.0
C -2.8101 -0.6989 -5.2042 0.0 0.0 0.0
C 2.3318 1.0365 -2.5947 0.0 0.0 0.0
C 1.3368 -1.4863 6.7173 0.0 0.0 0.0
C -2.6293 -2.5248 -2.2000 0.0 0.0 -0.1
C 0.4235 -1.6205 -5.4229 0.2 0.0 0.1
C 3.6999 2.9787 -2.3941 0.0 0.0 0.0
C 0.8427 1.4111 6.0304 -0.1 0.0 0.0
C 1.1354 -3.9104 -4.9516 0.0 0.0 0.0
C 1.0044 2.7176 5.5703 0.1 0.0 0.0
C -0.4138 -2.1098 5.0637 0.0 0.0 0.0
C 2.2167 -2.0313 1.8028 0.3 -0.2 -0.3
C -0.9359 1.5791 -2.1694 0.0 0.0 0.0
C 5.2442 3.6948 -4.2530 0.0 0.0 0.0
C 1.7462 -2.8258 -7.0864 0.0 0.0 0.0
C -4.5611 -3.3000 -3.3631 0.0 0.0 0.0
C -1.0300 -0.7048 6.9832 0.0 0.0 0.0
C -3.2287 -3.4628 -3.0273 0.0 0.0 0.0
C 0.1857 1.9185 3.4683 0.0 0.0 0.0
C 4.2165 2.7666 -3.6664 0.0 0.0 0.0
C -4.0413 -0.3186 -5.6553 0.0 0.0 0.0
C 1.5357 3.8197 6.4861 -0.1 0.0 0.0
C 0.4104 0.3437 5.2517 -0.1 0.0 0.1
C -4.0341 1.6007 -4.2047 0.0 0.0 0.0
C -3.3391 -1.4470 -1.6998 0.0 0.0 0.0
C -4.6595 0.8454 -5.1542 0.0 0.0 0.0
C 3.7649 1.6663 -4.3970 0.0 0.0 0.0
C 0.0935 -0.9819 5.9685 0.0 0.0 -0.1
C 1.0946 -0.5456 -7.4865 0.0 0.0 0.0
C 0.5347 -3.8604 -3.7279 -0.1 0.0 -0.1
C 2.7568 2.1180 -1.8469 0.0 0.0 0.0
C -0.8817 -0.3445 -3.6783 -0.1 0.0 0.1
C 2.6710 3.2855 7.3700 0.0 0.0 0.0
C -4.6765 -1.3051 -2.0304 0.0 0.0 -0.1
C 0.2019 0.5602 3.8593 0.1 0.0 0.0
H -1.3183 -1.8342 4.5228 0.0 0.0 0.0
H -5.2425 -0.4933 -1.5908 0.0 0.0 0.0
H -0.0254 0.4271 -5.9645 0.0 0.0 0.0
H 2.2304 -1.7671 -8.8657 0.0 0.0 0.0
H 2.1872 -1.5890 6.0353 0.0 0.0 0.0
H 2.3128 2.5567 8.0975 0.0 0.0 0.0
H 4.0424 3.8271 -1.8136 0.0 0.0 0.0
H 4.8338 4.2417 -5.1040 0.0 0.0 0.0
H 2.8280 4.6621 4.9475 0.0 0.0 0.0
H -0.7647 0.0884 7.6847 0.0 0.0 0.0
H 3.4421 2.8049 6.7644 0.0 0.0 0.0
H -2.8784 -0.7260 -1.0340 0.0 0.0 0.1
H -0.4192 4.7218 6.7837 0.0 0.0 0.0
H -6.9741 -1.0446 -3.5137 0.0 0.0 0.0
H -0.4519 2.1223 -1.3679 0.0 0.0 0.0
H 2.5689 5.7143 6.3485 0.0 0.0 0.0
H 0.0078 3.5232 8.0056 0.0 0.0 0.0
H 2.6964 -2.5092 3.7331 0.0 0.0 0.0
H 0.3210 -2.4115 4.3213 0.0 0.0 0.0
H -2.6242 2.8600 -2.3015 0.0 0.0 0.0
H 1.1130 0.3261 -8.1282 0.0 0.0 0.0
H 2.7942 -0.3307 3.8578 0.0 0.0 0.0
H -2.3498 -1.6058 -5.5737 0.0 0.0 0.0
H 4.4163 -0.7257 3.2149 0.0 0.0 0.0
H 3.1302 4.1065 7.9267 0.0 0.0 0.0
H 0.5820 3.9683 3.8570 0.0 0.0 0.0
H -2.6637 -4.3184 -3.3783 0.0 0.0 0.0
H -4.5541 -0.9206 -6.3944 0.0 0.0 0.0
H -4.5107 2.4827 -3.7948 0.0 0.0 0.0
H -0.6534 -2.9751 5.6871 0.0 0.0 0.0
H -5.0452 -4.0278 -4.0046 0.0 0.0 0.0
H 1.6524 -4.8077 -5.2710 0.0 0.0 0.0
H 1.6411 -0.8143 7.5223 0.0 0.0 0.0
H 4.1583 1.4855 -5.3908 0.0 0.0 0.0
H -1.9399 -0.4082 6.4595 0.0 0.0 0.0
H 5.5840 4.4231 -3.5180 0.0 0.0 0.0
H -7.3666 -2.2736 -2.3188 0.0 0.0 0.0
H 0.5356 -4.6967 -3.0410 0.0 0.0 0.0
H 2.4915 -0.0597 -4.4418 0.0 0.0 0.0
H 0.7568 5.1288 8.0470 0.0 0.0 0.0
H 1.3003 5.5292 5.1428 0.0 0.0 0.0
H 2.5284 -0.2060 1.0888 0.0 -0.1 -0.1
H 1.7544 -3.6443 2.8669 0.0 0.0 0.0
H 6.1133 3.1401 -4.6093 0.0 0.0 0.0
H -5.6413 1.1269 -5.5128 0.0 0.0 0.0
H -1.2481 -1.6117 7.5532 0.0 0.0 0.0
H 2.3484 2.2802 -0.8569 0.0 0.0 0.0
H -7.0595 -2.7476 -3.9954 0.0 0.0 0.0
H 2.2538 -3.7352 -7.3854 0.0 0.0 0.0
H 1.1354 -2.4664 7.1565 0.0 0.0 0.0
H 1.0345 1.2135 7.0786 0.0 0.0 0.0
H 3.6235 0.8028 2.8084 0.0 0.0 0.0
```
Forces are in eV/Å.

**HOMO level**: -0.10502 Eh
**ΔE to the lowest compared entry with this formula, charge and spin**: 2.415 eV
**LUMO energy**: 1.3318 eV
**Energy**: -319302.2083 eV
**Charge**: -1
**Frontier orbital gap**: 4.2 eV

=====

[4]
Computed, not measured: a cluster of 3 separate species, C2H9O3 in total at a distorted geometry, with ωB97M-V with the def2-TZVPD basis set.

XYZ file:
```
14
Properties=species:S:1:pos:R:3:forces:R:3
O 0.2438 0.5236 -1.6534 1.0 -1.3 0.3
O -2.1319 1.5712 3.0017 -0.2 0.0 -0.2
O -1.2111 1.4518 0.5382 -0.2 0.6 -0.7
C 1.7789 -1.2296 -0.4464 0.0 -0.6 -2.8
C 0.6037 -0.8802 -1.4088 -1.9 0.7 2.0
H -1.9175 1.9593 2.1374 0.0 -0.1 0.6
H -0.2082 0.6777 -0.8158 0.0 0.7 -0.3
H 0.5347 -1.4759 -2.3080 0.5 0.3 -0.4
H -0.2573 -1.2033 -0.7911 0.0 -0.5 -0.6
H -2.0350 0.6295 2.8207 0.0 0.0 0.2
H -1.5715 2.1150 -0.1004 0.2 -0.4 0.2
H 2.6035 -0.5309 -0.5113 -0.1 0.4 0.5
H 1.4002 -1.4975 0.5328 0.4 0.3 0.1
H 2.1678 -2.1108 -0.9956 0.1 -0.1 1.0
```
Forces are in eV/Å.

**HOMO level (spin up / spin down)**: -0.37490 / -0.37421 Eh
**ΔE to the lowest compared entry with this formula, charge and spin**: 1.238 eV
**LUMO energy (spin up / spin down)**: 0.4030 / -3.5517 eV
**Spin multiplicity**: 2
**Energy**: -8358.7039 eV
**Charge**: 0
**Frontier orbital gap (spin up / spin down)**: 10.6 / 6.6 eV

=====

[5]
Computed, not measured: a cluster of 2 separate species, C3H6OS in total at a distorted geometry, with ωB97M-V with the def2-TZVPD basis set.

XYZ file:
```
11
Properties=species:S:1:pos:R:3:forces:R:3
S -2.0855 -0.1427 -0.0341 -0.2 -0.3 0.1
O 0.1448 2.3594 0.0338 0.5 -1.4 0.2
C -0.4127 -0.1946 0.0616 0.2 1.7 -0.1
C 0.6243 -0.6458 0.9764 -0.1 0.0 0.3
C 0.7641 -0.8209 -0.5270 0.0 -0.1 -0.2
H -0.6388 2.8662 -0.1913 -0.5 -0.1 -0.1
H 1.4743 -0.1899 -1.0387 0.0 0.2 0.0
H -2.1731 -0.0496 -1.3688 0.0 -0.1 0.0
H 0.4295 -1.4974 1.6162 -0.1 -0.1 -0.1
H 0.6396 -1.8040 -0.9660 0.0 -0.1 0.1
H 1.2336 0.1192 1.4379 0.0 0.1 0.0
```
Forces are in eV/Å.

**HOMO level (spin up / spin down)**: -0.36312 / -0.27315 Eh
**ΔE to the lowest compared entry with this formula, charge and spin**: 4.910 eV
**LUMO energy (spin up / spin down)**: -0.2855 / -0.9758 eV
**Energy**: -16086.0811 eV
**Charge**: 0
**Frontier orbital gap (spin up / spin down)**: 9.6 / 6.5 eV

=====

[6]
Computed, not measured: the molecule C4H5NS at a distorted geometry, with ωB97M-V with the def2-TZVPD basis set.

XYZ file:
```
11
Properties=species:S:1:pos:R:3:forces:R:3
S 0.1282 -1.4102 -1.4584 0.9 1.4 1.2
N -1.2894 -2.1714 -1.2280 -0.9 -1.7 0.6
C 1.5915 -0.7249 0.9879 -0.3 0.0 -1.0
C 0.6142 -0.5876 0.1233 1.1 -0.5 0.5
C -1.5668 -0.8881 -1.5595 -2.2 2.9 -3.3
C 0.8415 0.5817 1.0938 0.5 0.1 -1.0
H -1.9701 -0.5208 -2.6230 1.3 -1.4 1.3
H 1.2173 1.5286 0.6928 0.5 -0.4 -0.1
H 2.4715 -1.3189 1.2586 -0.5 0.5 0.0
H 0.2605 0.8123 1.9524 -1.0 -0.4 0.6
H -2.0086 -0.0632 -0.9763 0.7 -0.6 1.3
```
Forces are in eV/Å.

**HOMO level**: -0.31134 Eh
**ΔE to the lowest compared entry with this formula, charge and spin**: 5.985 eV
**LUMO energy**: 0.6037 eV
**Energy**: -16548.0795 eV
**Charge**: 0
**Frontier orbital gap**: 9.1 eV

=====

[7]
Computed, not measured: the molecule C6H5N3 at a distorted geometry, with ωB97M-V with the def2-TZVPD basis set.

XYZ file:
```
14
Properties=species:S:1:pos:R:3:forces:R:3
N -0.9338 -1.4265 0.0163 -0.3 0.5 -0.4
N 1.4671 -1.1921 -0.0010 -1.2 -1.4 0.0
N 0.2789 0.6559 -0.0785 1.2 -0.9 0.6
C 0.2135 -0.7333 -0.0224 2.4 -0.5 -0.4
C -0.8194 1.3535 0.0248 -0.9 2.3 -0.4
C 2.2771 -0.1259 0.0038 1.3 -0.7 0.9
C -2.0055 -0.6764 -0.0302 -1.0 -1.3 1.3
C 1.6000 1.0329 0.0060 0.1 2.3 -0.5
C -1.9961 0.7368 0.0312 -1.1 -1.3 -0.5
H -0.6621 2.4091 0.0260 -0.3 0.7 0.1
H -2.9865 -1.2171 0.1161 1.1 0.6 -0.6
H 1.9554 2.0953 0.0224 -0.7 -1.3 0.0
H -2.9506 1.1938 0.0030 -0.4 0.8 0.2
H 3.3404 -0.2675 0.1951 -0.3 0.2 -0.5
```
Forces are in eV/Å.

**HOMO level**: -0.31682 Eh
**ΔE to the lowest compared entry with this formula, charge and spin**: 0.635 eV
**LUMO energy**: 0.3501 eV
**Energy**: -10772.5910 eV
**Charge**: 0
**Frontier orbital gap**: 9.0 eV

=====

[8]
Computed, not measured: a structure of composition C22H24N10S3Sn at a distorted geometry, with ωB97M-V with the def2-TZVPD basis set.

XYZ file:
```
60
Properties=species:S:1:pos:R:3:forces:R:3
Sn -1.0775 0.5298 0.0896 -0.1 -0.8 0.0
S -2.8131 -1.6403 0.3912 0.7 -0.1 -0.8
S -3.2252 1.6415 -0.7757 -0.8 -0.5 -0.7
S 1.1450 1.9829 -2.4349 -0.2 -0.6 -0.5
N -1.7699 3.6840 0.2278 -0.1 0.0 0.1
N -1.0609 1.2950 -3.7162 0.0 0.7 0.3
N -1.3688 2.7062 1.0227 0.3 -0.7 0.2
N -4.4720 -0.2070 2.1260 -1.1 0.8 0.9
N 2.0649 -1.2341 0.8622 -0.3 -1.0 -1.1
N 0.8203 0.2089 -4.4680 -0.3 0.4 -0.3
N -0.9465 0.5269 2.4087 -0.3 -0.3 0.0
N 0.4456 -2.1722 -0.9972 0.2 0.0 -0.4
N -3.0229 4.1738 -1.5963 -0.9 -0.3 -0.1
N 2.0309 -2.4730 0.7064 -0.2 0.7 0.5
C 0.0189 -2.4569 -2.2238 -1.0 0.3 0.1
C 0.4930 1.5757 4.0726 -0.7 -0.5 -1.0
C -0.6468 2.8278 2.0880 -0.1 0.5 0.4
C 2.2894 -0.8159 2.1507 0.0 0.5 1.8
C -3.8696 -0.7964 1.3495 0.6 -0.4 -0.2
C -2.0220 0.3945 -4.3396 0.1 -0.2 0.8
C 1.7774 -3.9904 -2.5698 0.5 -0.3 0.4
C -0.4620 -0.7575 4.4210 -1.0 -0.6 -0.9
C 1.9330 1.1398 3.6713 0.0 -0.8 0.5
C 0.3500 0.3200 5.0185 1.2 0.5 -1.7
C -0.9784 -0.6562 3.1733 -0.4 -1.2 1.1
C 0.6352 -3.3854 -3.0605 0.1 0.1 0.8
C 2.3691 -1.2827 4.5199 0.6 0.6 1.0
C -0.4187 1.6080 2.8731 0.0 0.2 -0.4
C 0.5164 0.2600 -5.9139 -0.3 -2.7 1.1
C 2.0339 0.4737 2.3677 0.2 0.7 -1.6
C -2.6459 3.2170 -0.6894 0.6 1.4 0.0
C 1.9105 0.0965 4.8157 -0.7 0.4 0.3
C 2.2612 -3.7068 -1.2984 -0.5 -0.6 -0.5
C 0.2695 1.0953 -3.5875 -0.2 0.7 0.2
C 2.5666 -1.6982 3.2903 0.2 -1.2 -0.8
C 1.5396 -2.7950 -0.5803 0.3 0.6 0.3
H 1.9076 1.0722 1.4610 -0.2 0.0 0.2
H -1.7546 -0.6565 -4.1884 0.1 0.2 0.2
H -2.7917 5.1250 -1.2926 -0.3 -0.5 -0.4
H 0.5015 2.5462 4.5139 0.0 0.6 0.7
H 1.3498 -0.2103 -6.4337 0.0 0.2 -0.1
H 2.6502 -1.8713 5.3840 -0.1 -0.3 -0.1
H -0.6431 -1.6740 5.0280 0.1 0.8 -0.7
H 3.0732 -4.2423 -0.8171 0.1 0.2 -0.3
H -0.3765 -0.3569 -6.1011 0.4 0.1 -0.2
H 0.3116 1.2121 -6.2820 -0.1 1.9 -0.4
H 2.9226 -2.7075 3.0872 -0.1 0.3 0.0
H 0.1954 -3.7331 -3.9720 -0.1 0.2 -0.5
H -3.8715 4.0120 -2.1883 1.4 0.3 1.1
H -2.1369 0.5108 -5.4029 -0.1 0.4 -0.4
H 2.3058 -4.7405 -3.1156 0.1 -0.4 -0.6
H -1.4195 2.0759 -3.1353 0.3 -1.0 -0.6
H -0.3094 3.7983 2.4496 0.0 -0.1 0.0
H -2.9582 0.5808 -3.8228 -0.2 -0.1 -0.2
H 2.6641 1.9361 3.7424 0.2 0.2 0.1
H -0.9251 -1.9270 -2.4742 0.7 -0.5 -0.2
H 1.7686 -0.0027 -4.2544 0.6 0.1 0.2
H -1.6109 -1.4697 2.7292 0.9 0.9 0.4
H 2.4012 0.5089 5.6748 0.4 0.0 0.6
H 0.0755 0.5242 6.0152 -0.3 0.3 1.2
```
Forces are in eV/Å.

**HOMO level**: -0.27020 Eh
**ΔE to the lowest compared entry with this formula, charge and spin**: 2.801 eV
**LUMO energy**: -0.8654 eV
**Energy**: -76438.6358 eV
**Charge**: 0
**Frontier orbital gap**: 6.5 eV